The molecule C17H18N2O2S, computed with wB97M-V/def2-TZVPD.

Summary:
HOMO energy (eV): -7.992
Max |F| (eV Å⁻¹): 0.568
Total charge: 0
E_LUMO (eV): 0.75
Relative energy (zero: lowest compared OMol25 entry of this formula, charge and spin) (eV): 0.278

Each line ends with the natural charge from an NBO analysis.
Cartesian coordinates (Å):
C: 5.795 -0.618 -5.917  -0.71
C: 5.075 -0.133 -4.674  0.68
O: 5.564 0.642 -3.885  -0.60
N: 3.826 -0.673 -4.561  -0.60
C: 2.865 -0.479 -3.563  0.14
C: 3.073 0.342 -2.458  -0.24
C: 2.079 0.486 -1.512  -0.21
C: 0.862 -0.179 -1.642  0.11
C: 0.653 -0.999 -2.746  -0.19
C: 1.647 -1.144 -3.691  -0.23
H: 1.475 -1.785 -4.544  0.20
H: -0.283 -1.520 -2.856  0.25
N: -0.103 0.022 -0.648  -0.60
C: -1.318 -0.563 -0.515  0.67
O: -1.808 -1.363 -1.281  -0.60
C: -2.090 -0.082 0.705  -0.60
H: -2.873 -0.805 0.931  0.24
H: -2.548 0.885 0.484  0.24
S: -1.023 0.134 2.182  0.19
C: -2.285 0.391 3.416  -0.18
C: -3.216 -0.600 3.685  -0.21
C: -4.181 -0.384 4.649  -0.22
C: -4.222 0.805 5.369  0.08
C: -3.267 1.778 5.100  -0.24
C: -2.304 1.579 4.129  -0.21
H: -1.563 2.337 3.922  0.22
H: -3.279 2.705 5.654  0.21
C: -5.283 1.036 6.400  -0.65
H: -4.932 1.715 7.174  0.22
H: -6.162 1.483 5.934  0.22
H: -5.587 0.099 6.861  0.22
H: -4.908 -1.157 4.854  0.21
H: -3.183 -1.538 3.150  0.22
H: 0.185 0.643 0.097  0.41
H: 2.251 1.123 -0.656  0.21
H: 4.011 0.860 -2.348  0.26
H: 3.538 -1.307 -5.294  0.39
H: 5.223 -0.365 -6.808  0.23
H: 5.925 -1.697 -5.877  0.23
H: 6.770 -0.143 -5.971  0.24

---

The molecule C17H18N2O3S at a distorted geometry, computed with wB97M-V/def2-TZVPD.

Summary:
HOMO energy (eV): -8.375
Max |F| (eV Å⁻¹): 1.733
Total charge: 0
E_LUMO (eV): 0.71
Relative energy (zero: lowest compared OMol25 entry of this formula, charge and spin) (eV): 2.395

Each line ends with the natural charge from an NBO analysis.
Cartesian coordinates (Å):
C: -8.472 -0.790 0.230  -0.25
H: -9.520 -0.497 0.214  0.20
O: -7.741 0.403 0.072  -0.49
C: -6.385 0.339 0.043  0.31
C: -5.635 -0.827 0.177  -0.27
C: -4.256 -0.770 0.136  -0.14
C: -3.591 0.441 -0.036  -0.14
C: -4.346 1.604 -0.180  -0.17
C: -5.721 1.554 -0.141  -0.26
H: -6.315 2.447 -0.257  0.23
H: -3.863 2.555 -0.353  0.21
C: -2.122 0.464 -0.069  0.39
N: -1.547 -0.640 -0.382  -0.22
O: -0.126 -0.557 -0.381  -0.41
C: 0.529 -1.711 -0.450  0.79
O: 0.063 -2.813 -0.495  -0.56
C: 2.021 -1.423 -0.461  -0.62
H: 2.399 -1.542 -1.478  0.25
H: 2.527 -2.129 0.197  0.24
S: 2.345 0.292 0.078  0.22
C: 4.130 0.271 0.082  -0.18
C: 4.835 -0.657 0.833  -0.22
C: 6.216 -0.642 0.820  -0.22
C: 6.916 0.305 0.079  0.07
C: 6.195 1.242 -0.649  -0.24
C: 4.813 1.228 -0.653  -0.21
H: 4.256 1.955 -1.224  0.22
H: 6.720 1.989 -1.227  0.21
C: 8.414 0.318 0.093  -0.65
H: 8.809 -0.692 0.007  0.22
H: 8.774 0.738 1.033  0.22
H: 8.806 0.922 -0.722  0.21
H: 6.761 -1.372 1.401  0.21
H: 4.310 -1.386 1.432  0.22
N: -1.474 1.627 0.186  -0.81
H: -1.950 2.377 0.652  0.40
H: -0.469 1.594 0.253  0.42
H: -3.668 -1.668 0.233  0.24
H: -6.115 -1.783 0.314  0.22
H: -8.246 -1.276 1.184  0.18
H: -8.279 -1.489 -0.590  0.18

---

The molecule C17H18N2O4 at a distorted geometry, computed with wB97M-V/def2-TZVPD.

Summary:
HOMO energy (eV): -9.067
Max |F| (eV Å⁻¹): 18.691
Total charge: 0
E_LUMO (eV): -2.30
Relative energy (zero: lowest compared OMol25 entry of this formula, charge and spin) (eV): 20.931

Each line ends with the natural charge from an NBO analysis.
Cartesian coordinates (Å):
C: -1.581 -0.445 -1.602  -0.63
C: -2.042 0.284 -0.513  -0.02
C: -3.228 0.025 0.095  0.07
C: -3.783 0.547 1.246  -0.21
C: -3.086 1.447 1.646  -0.12
C: -1.994 1.939 1.235  -0.23
C: -1.568 1.243 0.213  0.21
N: -0.315 1.785 -0.703  -0.66
C: 0.674 2.545 -0.172  0.67
O: 0.763 2.995 1.005  -0.66
C: 1.849 2.803 -1.014  -0.46
H: 2.483 3.467 -0.763  0.22
H: 1.580 2.714 -2.137  0.21
C: 2.661 1.349 -1.077  -0.43
H: 3.399 1.292 -2.014  0.21
H: 1.874 0.434 -1.271  0.18
C: 3.325 0.713 0.276  -0.05
H: 4.214 1.326 0.420  0.17
O: 3.699 -0.394 0.207  -0.47
C: 2.550 -1.357 0.535  0.28
C: 2.880 -2.742 0.099  -0.22
C: 1.866 -3.642 0.471  -0.16
C: 0.674 -3.315 0.724  -0.27
C: 0.272 -2.062 1.080  -0.10
C: 1.270 -0.928 0.538  -0.33
H: 1.054 -0.062 0.982  0.22
H: -0.664 -2.043 1.195  0.18
H: -0.022 -4.048 0.731  0.21
H: 2.189 -4.799 0.246  0.21
H: 3.981 -2.998 -0.011  0.24
H: 2.662 1.280 1.014  0.17
H: -0.178 1.339 -1.622  0.41
H: -1.334 2.884 1.607  0.31
H: -3.479 2.008 2.661  0.19
H: -4.794 0.183 1.728  0.29
N: -4.194 -0.920 -0.331  0.40
O: -4.280 -1.297 -1.739  -0.37
O: -4.856 -1.739 0.723  -0.38
H: -2.232 -1.285 -1.906  0.27
H: -0.724 -0.630 -1.385  0.22
H: -1.564 0.109 -2.416  0.23

---

It is found that the energy values, taken in the order of the records, are -1316.8355, -1391.9884, -1068.3805 a.u..
It is found that the frontier orbital gap values, taken in the order of the records, are 0.3212, 0.3339, 0.2485 Ha.